Molecular formula: C14H36NO8P3
Method: DFT, ωB97M-V with the def2-TZVPD basis set

Atoms and positions in Å:
C1 -1.931113 4.261300 4.573766
C2 -1.539125 3.881920 3.158619
O1 -0.380225 3.061370 3.106939
P1 -0.431166 1.458937 3.540390
O2 -1.771545 1.126499 2.975083
O3 0.514537 0.811492 2.375910
C3 -0.007830 -0.091910 1.404219
C4 -0.451321 0.665308 0.170138
O4 0.956190 1.633086 4.386785
C5 1.015790 2.459326 5.548398
C6 0.225795 1.887466 6.708097
H1 -2.101501 3.371936 5.186170
H2 -2.843339 4.858762 4.572157
H3 -1.145936 4.849918 5.051360
H4 -2.376470 3.405836 2.645898
H5 -1.297842 4.785796 2.596200
H6 -0.813430 -0.696998 1.816608
H7 0.799844 -0.777588 1.140489
H8 -1.205602 1.414310 0.413488
H9 -0.864039 -0.016507 -0.575753
H10 0.393728 1.195318 -0.271784
H11 0.699460 3.474544 5.306451
H12 2.070225 2.519057 5.821049
H13 -0.829269 1.764556 6.443993
H14 0.291662 2.542446 7.576836
H15 0.609396 0.904698 6.983586
C7 0.887809 -0.833809 -6.283774
C8 -0.311625 0.047328 -5.996982
O5 -1.541507 -0.672555 -5.994735
P2 -1.942197 -1.654481 -4.754152
O6 -1.347329 -1.062489 -3.539086
O7 -3.519176 -1.321990 -4.610648
C9 -4.056322 -0.715412 -3.436213
C10 -4.103136 0.791017 -3.580157
O8 -2.327991 -2.949428 -5.630568
C11 -1.340671 -3.637964 -6.403534
C12 -0.327746 -4.360452 -5.538518
H16 0.958964 -1.648740 -5.559939
H17 1.809107 -0.252423 -6.240175
H18 0.816803 -1.276124 -7.278945
H19 -0.175120 0.584999 -5.056943
H20 -0.402103 0.800699 -6.780672
H21 -3.499401 -1.012743 -2.548910
H22 -5.069864 -1.104074 -3.322099
H23 -3.110507 1.200311 -3.770903
H24 -4.503576 1.252268 -2.676283
H25 -4.734191 1.070442 -4.425014
H26 -0.859140 -2.950004 -7.100557
H27 -1.884708 -4.362572 -7.009104
H28 0.197145 -3.664266 -4.878119
H29 0.408432 -4.872320 -6.158193
H30 -0.823223 -5.097608 -4.906382
H31 7.812080 -2.197438 4.234862
N1 6.912829 -2.082943 4.694306
C13 6.164966 -1.334977 3.991404
C14 4.765433 -0.999968 4.410084
P3 3.640013 -2.365124 3.828549
H32 6.553079 -0.938152 3.047873
H33 4.723213 -0.924758 5.493755
H34 4.448771 -0.060368 3.964217
H35 4.009352 -3.485556 4.601624
H36 4.184673 -2.659222 2.558853

Forces on atoms 1 to 6 (eV/Å):
0.162 -0.012 0.066
-0.267 0.172 -0.269
-0.150 0.062 1.218
2.979 3.134 -7.286
-1.029 -1.393 3.499
0.065 -0.704 0.859

Properties
Strongest force on any atom, hartree/bohr: 0.1648
Highest occupied orbital energy, eV: -8.73
SMILES string: CCOP(=O)(OCC)OCC.CCOP(=O)(OCC)OCC.[H]/N=C/CP
Kohn-Sham gap, eV: 8.4

Partial charges, Löwdin, in e: number 1, C, carries -0.08; number 2, C, carries -0.30; number 3, O, carries -0.22; number 4, P, carries 0.60; number 5, O, carries -0.23; number 6, O, carries -0.22; number 7, C, carries -0.29; number 8, C, carries -0.07; number 9, O, carries -0.19; number 10, C, carries -0.28; number 11, C, carries -0.07; number 12, H, carries 0.06; number 13, H, carries 0.08; number 14, H, carries 0.07; number 15, H, carries 0.11; number 16, H, carries 0.12; number 17, H, carries 0.10; number 18, H, carries 0.11; number 19, H, carries 0.07; number 20, H, carries 0.07; number 21, H, carries 0.08; number 22, H, carries 0.10; number 23, H, carries 0.12; number 24, H, carries 0.07; number 25, H, carries 0.08; number 26, H, carries 0.08; number 27, C, carries -0.08; number 28, C, carries -0.28; number 29, O, carries -0.19; number 30, P, carries 0.51; number 31, O, carries -0.23; number 32, O, carries -0.20; number 33, C, carries -0.28; number 34, C, carries -0.07; number 35, O, carries -0.17; number 36, C, carries -0.27; number 37, C, carries -0.07; number 38, H, carries 0.06; number 39, H, carries 0.08; number 40, H, carries 0.08; number 41, H, carries 0.11; number 42, H, carries 0.12; number 43, H, carries 0.10; number 44, H, carries 0.12; number 45, H, carries 0.07; number 46, H, carries 0.08; number 47, H, carries 0.08; number 48, H, carries 0.10; number 49, H, carries 0.12; number 50, H, carries 0.06; number 51, H, carries 0.08; number 52, H, carries 0.08; number 53, H, carries 0.04; number 54, N, carries 0.06; number 55, C, carries -0.37; number 56, C, carries -0.48; number 57, P, carries 0.77; number 58, H, carries 0.10; number 59, H, carries 0.07; number 60, H, carries 0.06; number 61, H, carries -0.11; number 62, H, carries -0.12